Below is a cluster of 2 separate species, C6H6N2S in total in a non-equilibrium geometry, with properties calculated with ωB97M-V with the def2-TZVPD basis set.

```
! wB97M-V def2-TZVPD RIJCOSX def2/J DEFGRID3
* xyz 0 1
C 1.31702 0.60744 1.55896
C 0.75373 -0.26052 0.67576
C 1.19094 -1.27830 -0.32329
C 0.08821 -1.90129 -0.62732
C -1.06945 -1.14206 -0.15326
N -0.63419 -0.14391 0.59424
H 0.70211 1.33434 2.09344
H 2.40150 0.46501 1.68607
H 2.21912 -1.47448 -0.50972
H -0.12223 -2.57912 -1.40850
H -2.01947 -1.21230 -0.39964
N -1.75193 2.18305 -0.37001
C -0.83294 1.77355 -0.99714
S 0.18040 1.46761 -2.19255
H -2.42281 2.16096 0.37296
*
```

LUMO   -0.43 eV
Orbital gap   8.5 eV
Energy above the lowest of the compared OMol25 structures with the same formula, charge and spin   1.9514 eV
SMILES   C=C1C=CC=N1.N=C=S

Below is a structure of composition C30H41AuN3O4P2Si, with properties calculated with ωB97M-V with the def2-TZVPD basis set.

```
! wB97M-V def2-TZVPD RIJCOSX def2/J DEFGRID3
* xyz 1 3
Au 1.06558 -0.58515 0.13023
C 2.76357 2.30676 -0.05472
P 1.20982 1.59078 -0.62548
C -0.06890 2.72980 -0.04645
N 0.26138 3.98077 -0.32243
C -0.64268 4.95572 0.08927
C -0.35903 6.29546 -0.17228
C -1.22788 7.28828 0.23864
C -2.39797 6.95383 0.92160
C -2.69642 5.63276 1.18777
C -1.83075 4.61366 0.77673
N -2.15661 3.30044 1.04341
C -1.25836 2.38584 0.60205
P -1.83868 0.80505 1.11663
C -3.61374 0.72241 0.85993
C -1.45851 0.40070 2.86931
C -1.61169 -1.10689 3.09026
C -2.45473 1.18470 3.73935
C -0.03408 0.85239 3.19928
C 1.22030 1.57055 -2.47412
C 1.78456 2.88512 -3.02405
C 2.09656 0.40177 -2.93767
C -0.22093 1.37302 -2.95050
H 2.70984 3.37851 -0.24317
H 3.60476 1.86116 -0.58210
H 2.88130 2.12200 1.01186
H 0.55649 6.53155 -0.69942
H -1.00004 8.32529 0.03251
H -3.07564 7.73352 1.24293
H -3.60117 5.35529 1.71313
H -4.06975 1.57773 1.35191
H -4.00037 -0.21562 1.25702
H -3.80273 0.78087 -0.21113
H -2.59270 -1.47387 2.78120
H -1.50886 -1.31061 4.15762
H -0.84635 -1.67743 2.56032
H -3.46670 0.78899 3.65017
H -2.46912 2.24523 3.48559
H -2.14961 1.08350 4.78211
H 0.71654 0.36394 2.57178
H 0.18442 0.57826 4.23290
H 0.07702 1.93271 3.09885
H 2.84510 2.99279 -2.79232
H 1.25209 3.74844 -2.63018
H 1.68394 2.87363 -4.11160
H 3.11978 0.48110 -2.56492
H 2.14236 0.40985 -4.02857
H 1.68879 -0.56668 -2.63389
H -0.84489 2.23006 -2.69338
H -0.67200 0.47445 -2.52304
H -0.22289 1.26454 -4.03701
O 3.27370 -0.74329 0.31242
C 3.85975 -1.84160 0.32517
C 3.32450 -3.14216 0.55128
C 4.27245 -4.18822 0.54406
C 3.89174 -5.45934 0.84234
C 2.56461 -5.75367 1.18766
C 1.62814 -4.75974 1.19728
C 1.95410 -3.42142 0.85384
O 0.98991 -2.55944 0.84066
N 4.89021 -6.53503 0.82371
O 6.01953 -6.24459 0.48733
O 4.50910 -7.64975 1.11220
H 4.94499 -1.80123 0.16471
H 5.30877 -3.98513 0.30744
H 2.30363 -6.77101 1.44348
H 0.60272 -4.97313 1.46585
C -1.30252 -2.42955 -3.46845
Si -1.93390 -2.88700 -1.78263
C -3.79324 -2.89816 -1.67785
C -1.17076 -4.42744 -1.09112
C -1.47301 -1.44421 -0.65059
C -1.20123 -0.50100 0.09978
H -1.60678 -3.18283 -4.19843
H -0.21230 -2.37308 -3.48592
H -1.70226 -1.46819 -3.79589
H -4.19568 -3.67085 -2.33703
H -4.22017 -1.94332 -1.98892
H -4.13257 -3.11784 -0.66419
H -1.59492 -5.29826 -1.59590
H -1.37900 -4.51575 -0.02365
H -0.08993 -4.44069 -1.23453
*
```

LUMO (spin up / spin down)   -3.30 / -5.07 eV
Orbital gap (spin up / spin down)   5.0 / 5.6 eV

Below is the molecule C2H3FO2S in a non-equilibrium geometry, with properties calculated with ωB97M-V with the def2-TZVPD basis set.

```
! wB97M-V def2-TZVPD RIJCOSX def2/J DEFGRID3
* xyz 0 1
C -0.03050 -1.43228 -0.17519
C 0.55413 0.01425 0.12915
O 1.70711 0.35329 0.38006
O -0.40782 0.86743 -0.08565
S 0.07089 2.45345 0.21896
F -1.48837 2.92737 0.36337
H -0.95242 -1.55630 0.35016
H 0.77525 -2.02330 0.03782
H -0.22828 -1.60390 -1.21867
*
```

LUMO   0.13 eV
Orbital gap   9.7 eV
Energy above the lowest of the compared OMol25 structures with the same formula, charge and spin   1.0171 eV
SMILES   CC(=O)OSF

Below is a cluster of 2 separate species, CH8NO in total in a non-equilibrium geometry, with properties calculated with ωB97M-V with the def2-TZVPD basis set.

```
! wB97M-V def2-TZVPD RIJCOSX def2/J DEFGRID3
* xyz 1 1
O 1.00080 1.34702 2.03863
H 0.91656 1.34320 3.02082
H -0.95570 0.11471 -0.04388
H 1.68626 2.17123 1.90626
C -0.82409 -0.96495 -1.86445
N -0.29687 -0.55451 -0.47752
H -0.35652 -1.81707 -2.02883
H -1.89851 -1.27843 -1.73517
H -0.65251 -0.16819 -2.59969
H 0.57704 -0.05083 -0.52479
H -0.30034 -1.41954 0.22558
*
```

LUMO   -3.91 eV
Orbital gap   11.4 eV
Energy above the lowest of the compared OMol25 structures with the same formula, charge and spin   1.1128 eV

Below is the ion C10H10NO3S with charge -1 in a non-equilibrium geometry, with properties calculated with ωB97M-V with the def2-TZVPD basis set.

```
! wB97M-V def2-TZVPD RIJCOSX def2/J DEFGRID3
* xyz -1 3
C -3.28206 -1.03806 -0.21533
C -2.90302 -0.15053 0.79581
C -2.45654 -1.16379 -1.29701
C -1.62467 0.38448 0.94161
C -1.14181 -0.80402 -1.12211
C -0.69830 0.00275 -0.12476
C 1.96288 -1.34895 0.93693
C 0.92995 1.65314 0.66213
C 2.15472 2.28819 -0.12622
C 1.90258 -0.46438 -0.35389
N 0.55739 0.56352 -0.24354
O 1.80775 -2.50402 0.60546
O 2.18535 -0.87254 2.02782
O 1.85423 -1.20222 -1.38456
S 3.30367 0.88932 -0.24741
H -4.27692 -1.27017 -0.41394
H -3.55831 0.18213 1.55606
H -2.76801 -1.73307 -2.15915
H -1.22879 0.87157 1.82378
H -0.48388 -1.10654 -1.91685
H 1.36383 1.14172 1.47840
H 0.05523 2.26317 0.71384
H 1.73913 2.36075 -1.11144
H 2.53419 3.16980 0.33354
H 2.07141 -2.11223 -1.15917
*
```

LUMO (spin up / spin down)   3.11 / 1.30 eV
Orbital gap (spin up / spin down)   3.9 / 6.3 eV
Energy above the lowest of the compared OMol25 structures with the same formula, charge and spin   0.1918 eV

Below is a cluster of 7 separate species, C25H58BrCl2F4N16O14P4 in total in a non-equilibrium geometry, with properties calculated with ωB97M-V with the def2-TZVPD basis set.

```
! wB97M-V def2-TZVPD RIJCOSX def2/J DEFGRID3
* xyz 1 1
C -6.06356 -2.37684 -0.32060
C -5.23989 -2.51868 -1.61533
C -3.86547 -3.17101 -1.28715
N -2.93824 -2.43368 -0.43979
C -1.63744 -1.87495 -0.75494
C -0.79389 -3.19348 -0.90980
F 0.53770 -3.07637 -0.89524
F -1.05028 -3.73447 -2.15877
C -1.14387 -4.48594 -0.03459
F 0.00079 -5.15891 0.17691
F -1.91697 -5.37447 -0.70120
C -1.50973 -1.07966 -2.13749
O -2.68338 -1.17616 -2.91507
P -0.08843 -1.54109 -3.36484
P -0.87293 -2.43130 -5.18402
O -1.61736 -1.41852 -5.93798
O 0.36945 -2.97762 -6.05758
O -1.86231 -3.69379 -4.91998
N -1.32363 0.36649 -2.04155
C -1.72562 1.12097 -3.21217
C -0.35598 0.94695 -1.13804
C -0.66368 2.47077 -0.82217
C -2.10784 2.94829 -0.65514
C -2.10148 4.48776 -0.98329
C -1.15539 5.16323 0.01478
O -1.38655 5.22473 1.20192
O 0.02293 5.67568 -0.47511
C 1.07786 1.18636 -1.74077
C 2.14880 0.15504 -1.84344
O 2.28919 -0.94495 -1.41741
Br 3.64380 0.79070 -3.01551
C -0.44009 0.24790 0.26118
P 1.21862 0.21645 1.19668
O 1.85355 1.56287 1.03243
N -1.43549 -0.93819 0.44847
P -3.15996 -0.07799 0.56598
N -4.02722 0.18035 -0.69038
C -1.00509 -1.56897 1.72860
Cl 0.23503 -2.81884 1.83977
C -1.35597 -1.22717 2.99038
C -0.85099 -1.93973 4.22304
Cl -2.35111 0.11249 3.47638
H -5.75528 -1.48706 0.22492
H -7.12137 -2.35022 -0.58489
H -5.90608 -3.28862 0.26631
H -5.11433 -1.58956 -2.16787
H -5.71562 -3.23066 -2.30082
H -4.16237 -4.08578 -0.75958
H -3.51290 -3.56840 -2.24065
H -3.04032 -2.76457 0.50712
H -1.65417 -4.30142 0.90887
H -2.79758 -2.06682 -3.26662
H 0.48860 -0.37126 -3.91132
H 0.07625 -3.73816 -6.57908
H -1.38598 -4.51657 -4.72886
H -1.58003 0.65148 -4.18791
H -2.79627 1.35039 -3.14046
H -1.23816 2.09329 -3.30230
H -0.09946 2.71198 0.08629
H -0.21082 3.11015 -1.58388
H -2.84490 2.57339 -1.35996
H -2.46742 2.97915 0.37783
H -3.09227 4.87314 -0.74108
H -1.78382 4.68083 -2.00881
H -0.20354 6.08409 -1.32130
H 0.89282 1.54060 -2.76808
H 1.58898 2.05205 -1.31207
H -0.87324 0.99290 0.94447
H 0.98502 0.14191 2.58668
H 2.02094 -0.88972 0.90141
H -3.86361 -0.90169 1.46177
H -3.03124 1.16564 1.20016
H -4.21285 1.17276 -0.79063
H 0.22866 -1.80293 4.33873
H -1.09485 -3.00384 4.18352
H -1.30494 -1.56213 5.13821
C 3.89687 -2.28395 2.98934
O 2.73948 -1.85436 2.86850
N 4.85861 -1.59490 3.62063
N 4.27577 -3.49435 2.48168
H 5.79865 -1.92221 3.72472
H 4.61622 -0.69808 3.99224
H 3.57964 -4.03262 2.00188
H 5.20337 -3.86384 2.56363
C -4.30619 -7.03665 -3.69704
O -4.34474 -8.17617 -3.28171
N -3.35263 -6.13642 -3.28546
N -5.20410 -6.54979 -4.60681
H -3.30123 -5.19071 -3.61352
H -2.67685 -6.45893 -2.61758
H -5.91458 -7.17992 -4.92966
H -5.18685 -5.61250 -4.96133
C 5.03505 2.74169 2.77455
O 5.14064 1.62117 3.26076
N 5.86909 3.76335 3.11320
N 4.07852 3.05460 1.85995
H 5.80632 4.68848 2.73143
H 6.58691 3.56935 3.78347
H 3.42703 2.32590 1.56946
H 3.98631 3.96869 1.45963
C 8.21640 6.46156 4.09240
O 7.47625 6.08703 3.19648
N 7.99714 7.61332 4.79051
N 9.32450 5.75684 4.46706
H 8.59167 7.93901 5.52818
H 7.19152 8.15479 4.53929
H 9.51548 4.90585 3.97205
H 9.94630 6.04443 5.19811
C -0.46887 0.38873 7.80497
O -0.39355 -0.65024 7.16561
N -1.64287 0.83636 8.34011
N 0.61441 1.18369 8.03543
H -1.72645 1.68403 8.86787
H -2.45892 0.27364 8.19088
H 1.49282 0.88275 7.65627
H 0.57689 2.03857 8.55668
C 1.19359 2.68890 -5.75416
O 0.73782 2.40478 -4.64859
N 0.45843 3.34845 -6.69051
N 2.46031 2.36921 -6.13098
H 0.80495 3.59136 -7.59886
H -0.48128 3.59777 -6.44574
H 3.03184 1.87981 -5.46338
H 2.84454 2.59289 -7.02897
*
```

LUMO   -2.59 eV
Orbital gap   7.8 eV